1.
Entry from the OMol25 dataset: a structure of composition C36H23I2N5OPdS at a distorted geometry (ωB97M-V/def2-TZVPD).

Geometry as XYZ:
```
69
Properties=species:S:1:pos:R:3:forces:R:3:lowdin_charge:R:1
Pd -0.111 0.002 -0.184 -0.1226 -0.0069 -0.4137 0.95
C -0.222 0.530 4.191 -0.0116 0.0520 -0.0542 -0.07
C 0.238 -0.712 4.613 0.0126 -0.0536 -0.0024 -0.07
C 0.598 -1.673 3.677 0.0918 -0.1587 0.2220 -0.02
C 0.490 -1.393 2.317 0.0661 -0.1856 -0.3777 -0.20
C 0.011 -0.154 1.887 -0.1521 0.3598 0.6386 -0.15
C -0.336 0.811 2.827 0.0944 -0.3255 0.0213 -0.11
C 0.901 -2.355 1.262 -0.0263 0.3186 -0.0293 -0.21
C 1.342 -3.668 1.546 -0.0168 0.0306 0.3933 0.02
C 1.703 -4.491 0.534 0.1583 -0.3744 -0.0092 0.02
C 1.655 -4.047 -0.807 -0.0560 -0.0478 -0.0649 -0.16
C 2.029 -4.875 -1.894 0.0797 -0.1366 0.2402 -0.01
C 1.971 -4.401 -3.168 0.0342 0.1089 -0.3134 -0.05
C 1.542 -3.075 -3.408 0.0262 -0.1285 -0.1237 -0.04
C 1.176 -2.258 -2.376 -0.2943 -0.4674 0.1518 -0.06
C 1.216 -2.728 -1.044 -0.4769 -0.0867 0.4925 -0.28
N 0.838 -1.914 0.012 0.4149 -0.7269 -0.4474 0.02
H -0.486 1.285 4.928 0.0340 -0.1063 -0.1279 0.11
H 0.325 -0.930 5.671 -0.0048 0.0275 -0.1128 0.11
H 0.976 -2.637 4.022 -0.1240 0.3110 -0.0564 0.11
H -0.680 1.791 2.518 -0.0210 0.0433 -0.0259 0.08
H 1.387 -4.008 2.575 -0.0116 0.0361 -0.1809 0.11
H 2.043 -5.501 0.745 -0.0483 0.0953 -0.0438 0.13
H 2.366 -5.891 -1.696 -0.0760 0.1912 0.0090 0.13
H 2.262 -5.034 -4.001 -0.0501 0.0968 0.0885 0.12
H 1.509 -2.704 -4.427 0.0038 -0.0222 0.1142 0.12
H 0.872 -1.253 -2.562 -0.1795 0.6217 -0.0848 0.09
I 1.924 5.309 0.467 -0.3690 -0.1826 -0.0547 0.99
C 3.042 3.638 -0.007 -0.5292 -0.4190 -0.0513 -0.62
C 4.402 3.812 -0.012 0.2329 -0.2535 -0.0691 -0.25
C 5.266 2.750 -0.275 -0.0150 0.0416 0.0059 -0.64
I 7.276 3.160 -0.255 0.1545 0.0135 0.0019 1.10
C 4.765 1.431 -0.550 0.1813 0.1831 0.0585 -0.20
C 5.591 0.327 -0.814 0.1748 0.0821 -0.0084 -0.02
C 5.020 -0.889 -1.075 0.0040 -0.0816 -0.0123 0.00
C 3.626 -0.984 -1.077 0.1994 -0.2090 -0.0174 -0.09
N 2.830 0.040 -0.830 -0.1780 -0.2254 -0.0768 0.13
C 3.379 1.221 -0.560 -0.1447 0.3845 0.0251 -0.14
C 2.425 2.334 -0.282 0.2112 0.0887 0.0679 -0.36
O 1.202 2.124 -0.285 0.1624 0.2705 0.0747 -0.11
H 4.813 4.791 0.199 0.0106 -0.0802 -0.0164 0.08
H 6.668 0.446 -0.814 -0.0967 -0.0102 0.0059 0.07
H 5.627 -1.762 -1.283 -0.0563 0.0676 0.0155 0.12
H 3.146 -1.938 -1.298 0.5491 0.5096 0.1223 0.09
N -4.176 1.730 -0.298 -0.7460 0.7722 0.0393 0.19
C -4.270 3.123 -0.313 -0.3335 -0.6652 0.0422 -0.19
C -5.508 3.748 -0.236 -0.2696 -0.0547 0.0321 0.02
C -5.567 5.124 -0.249 -0.1887 0.0658 -0.0023 0.00
C -4.397 5.896 -0.335 0.0228 0.1024 0.0124 -0.02
C -3.172 5.280 -0.414 0.1148 0.1318 -0.0050 -0.05
C -3.110 3.878 -0.404 0.3666 0.3303 -0.0754 -0.41
S -1.588 3.114 -0.515 0.5457 0.0705 0.0019 1.20
N -1.899 1.509 -0.521 1.8243 0.9206 -0.1690 -0.26
C -3.064 1.006 -0.415 -1.1796 -1.3541 0.1297 -0.30
C -3.211 -0.490 -0.407 -0.4706 1.0119 0.0044 -0.20
C -4.443 -1.099 -0.377 -0.6847 -0.1654 -0.0113 0.02
C -4.518 -2.487 -0.361 -0.4930 0.2576 0.0185 -0.01
C -3.350 -3.199 -0.385 0.4486 -0.3434 -0.0180 0.00
C -2.150 -2.497 -0.421 0.1885 -0.2725 -0.0085 -0.06
N -2.085 -1.171 -0.429 0.9357 -0.4048 0.0072 0.07
H -5.041 1.230 -0.205 -0.1997 -0.0219 0.0470 0.14
H -6.415 3.154 -0.170 0.0896 0.0805 -0.0039 0.14
H -6.533 5.618 -0.194 0.1750 -0.0864 0.0021 0.13
H -4.461 6.978 -0.338 0.0009 -0.1337 -0.0101 0.13
H -2.258 5.862 -0.486 -0.0912 -0.0791 0.0048 0.13
H -5.371 -0.539 -0.376 0.0470 -0.1089 -0.0027 0.12
H -5.480 -2.989 -0.333 0.0991 0.0989 -0.0109 0.13
H -3.347 -4.284 -0.380 0.0510 0.1805 -0.0002 0.13
H -1.205 -3.023 -0.445 -0.0883 0.0215 0.0012 0.11
```
Positions in Å, forces in eV/Å.

Computed properties:
Energy above the lowest of the compared OMol25 structures with the same formula, charge and spin in kcal/mol: 0.00
2S+1: 5
HOMO-LUMO gap (spin up / spin down) in eV: 5.9 / 4.6
E_LUMO (spin up / spin down) in eV: -6.2 / -8.3
Charge: +2
Maximum force in Eh/bohr: 0.0399

=====

2.
Entry from the OMol25 dataset: a structure of composition C3H2O3Tl at a distorted geometry (ωB97M-V/def2-TZVPD).

Geometry as XYZ:
```
9
Properties=species:S:1:pos:R:3:forces:R:3:lowdin_charge:R:1
O 0.133 -1.284 0.172 2.6118 -3.5384 -3.8331 0.23
C 0.652 -1.164 -1.081 -2.2707 -1.0154 5.6592 0.20
C 0.797 -0.170 -1.811 1.2345 1.0182 -2.6097 0.48
O 0.042 0.917 0.212 -0.0117 -4.0851 0.5638 -0.23
C -0.276 -0.159 0.739 -2.5090 3.7539 -1.3884 -0.53
O -1.245 -0.285 1.578 1.2877 0.0866 0.2257 0.30
Tl 0.060 2.937 0.944 0.0211 3.9343 1.3738 1.20
H 1.237 0.412 -2.603 -0.0902 0.2410 -0.2675 0.15
H -1.400 -1.204 1.850 -0.2735 -0.3951 0.2761 0.20
```
Positions in Å, forces in eV/Å.

Computed properties:
Energy above the lowest of the compared OMol25 structures with the same formula, charge and spin in kcal/mol: 40.19
2S+1: 2
HOMO-LUMO gap (spin up / spin down) in eV: 8.4 / 5.1
E_LUMO (spin up / spin down) in eV: -11.2 / -14.4
Charge: +2
Maximum force in Eh/bohr: 0.1202

=====

3.
Entry from the OMol25 dataset: a structure of composition C52H61CrN10P2S2 (ωB97M-V/def2-TZVPD).

Geometry as XYZ:
```
128
Properties=species:S:1:pos:R:3:forces:R:3:lowdin_charge:R:1
Cr 0.240 -0.148 0.699 0.0751 0.5861 0.3811 0.60
N -1.412 -3.986 1.512 -0.0260 0.1971 -0.0094 0.15
C -2.312 -3.835 2.603 0.0334 0.0486 -0.0896 -0.25
C -2.435 -4.816 3.570 -0.0528 0.0728 0.0456 -0.01
C -3.296 -4.603 4.639 0.0102 -0.0200 -0.0075 -0.06
C -3.989 -3.408 4.759 -0.0011 0.0149 0.0190 -0.07
C -3.834 -2.414 3.803 0.0418 -0.0361 -0.0196 -0.07
C -3.018 -2.643 2.706 -0.0716 -0.0760 0.0757 -0.44
S -2.855 -1.485 1.390 0.0938 -0.0542 0.0296 1.06
N -1.178 -1.687 1.091 0.0151 -0.4929 -0.0600 -0.30
C -0.712 -2.893 1.083 0.1125 0.1288 -0.0360 -0.35
C 0.670 -3.064 0.549 -0.1284 0.1066 0.0541 -0.17
C 1.227 -4.283 0.205 0.1159 0.1250 -0.0608 0.01
C 2.494 -4.289 -0.370 -0.0611 0.0320 0.0218 -0.02
C 3.148 -3.088 -0.579 -0.0192 0.0776 0.0049 -0.01
C 2.522 -1.906 -0.206 -0.0641 -0.1987 -0.0097 -0.12
N 1.315 -1.904 0.353 -0.0074 -0.1742 0.0667 0.03
H -0.929 -4.870 1.487 0.0245 0.0290 -0.0099 0.13
H -1.874 -5.738 3.492 0.0246 -0.0283 -0.0148 0.12
H -3.413 -5.375 5.387 -0.0051 -0.0142 0.0177 0.11
H -4.646 -3.246 5.601 -0.0084 0.0040 0.0077 0.11
H -4.351 -1.468 3.893 -0.0252 0.0350 -0.0018 0.10
H 0.700 -5.217 0.341 -0.0309 0.0046 0.0118 0.12
H 2.951 -5.225 -0.659 0.0207 -0.0100 -0.0070 0.12
H 4.128 -3.049 -1.032 0.0233 -0.0214 -0.0075 0.12
H 2.976 -0.932 -0.343 0.0369 0.0155 -0.0033 0.10
N -1.081 1.552 0.995 0.1067 0.0760 -0.1537 0.04
C -1.993 1.605 2.105 -0.0969 -0.0570 -0.0113 -0.35
C -3.294 2.047 1.953 0.0171 -0.0220 0.0924 -0.03
C -4.161 1.990 3.037 0.0164 0.0179 -0.0229 -0.06
C -3.720 1.508 4.261 -0.0091 0.0163 0.0010 -0.08
C -2.404 1.088 4.412 0.0190 0.0249 0.0339 -0.06
C -1.531 1.132 3.335 -0.0520 -0.0757 -0.0206 -0.33
P 0.170 0.504 3.282 0.0565 0.0818 -0.3713 1.11
C 0.450 -0.277 4.882 -0.1081 -0.1636 -0.0020 -0.37
C 0.275 -1.657 4.970 -0.0165 -0.0043 0.0370 -0.09
C 0.426 -2.305 6.185 0.0085 0.0284 0.0113 -0.07
C 0.766 -1.575 7.318 -0.0112 -0.0277 -0.0213 -0.07
C 0.948 -0.203 7.233 0.0165 -0.0066 0.0355 -0.07
C 0.787 0.449 6.019 0.0524 0.0214 -0.0172 -0.08
C 1.139 2.051 3.267 -0.0510 -0.0509 0.1210 -0.29
C 2.627 1.948 2.994 0.0525 -0.0671 -0.0359 -0.21
C 3.235 3.205 2.347 0.0381 0.0482 0.0045 -0.24
C 2.475 4.476 2.540 -0.0808 0.0066 0.0187 -0.02
C 1.236 4.495 3.022 0.0783 -0.0358 0.0153 -0.05
C 0.536 3.244 3.314 -0.0267 0.0207 -0.0026 -0.07
H -0.372 2.288 1.057 -0.0582 0.0574 -0.0158 0.09
H -1.554 1.659 0.100 0.0368 -0.0370 0.0286 0.09
H -3.633 2.417 0.994 -0.0149 0.0131 -0.0385 0.12
H -5.182 2.328 2.923 -0.0203 -0.0016 -0.0004 0.11
H -4.397 1.471 5.104 -0.0152 -0.0024 0.0133 0.11
H -2.058 0.716 5.368 0.0032 -0.0129 0.0053 0.11
H 0.019 -2.223 4.081 -0.0167 0.0037 -0.0188 0.09
H 0.286 -3.376 6.249 -0.0057 -0.0210 0.0125 0.10
H 0.891 -2.078 8.267 0.0028 -0.0096 0.0215 0.11
H 1.215 0.363 8.116 0.0051 0.0128 0.0192 0.11
H 0.926 1.521 5.953 -0.0096 0.0073 -0.0049 0.11
H 3.140 1.693 3.928 0.0498 0.0323 -0.0104 0.15
H 4.243 3.354 2.740 -0.0438 0.0161 0.0393 0.14
H 2.979 5.398 2.280 0.0007 0.0160 -0.0573 0.12
H 0.704 5.425 3.163 -0.0063 0.0360 0.0100 0.11
H -0.525 3.313 3.527 0.0182 -0.0074 0.0077 0.11
N -0.062 -0.015 -1.115 -0.0568 -0.0614 0.0241 -0.25
P -0.342 0.144 -2.614 -0.0173 0.1422 0.1154 0.59
N 0.990 0.318 -3.637 0.0648 -0.0506 0.0867 -0.17
C 2.046 -0.618 -3.222 0.0914 0.0768 0.0615 -0.23
C 2.971 -0.967 -4.377 -0.0405 -0.0200 -0.0216 -0.18
C 3.628 0.298 -4.910 -0.0054 0.0323 0.0409 -0.20
C 2.538 1.289 -5.289 0.0197 0.0257 -0.0236 -0.18
C 1.588 1.562 -4.127 -0.2254 0.0966 -0.1862 -0.20
N -1.441 1.360 -2.991 -0.1810 -0.3300 -0.4449 -0.19
C -1.288 2.798 -3.167 0.2516 0.0934 0.3265 -0.23
C -2.092 3.272 -4.371 0.0377 0.0164 0.0008 -0.18
C -3.565 2.915 -4.193 -0.0383 0.0104 0.0094 -0.20
C -3.735 1.435 -3.860 0.0272 -0.0076 -0.0025 -0.18
C -2.839 1.046 -2.689 -0.0424 0.0911 -0.0363 -0.21
N -1.030 -1.238 -3.246 0.1030 0.1188 0.0392 -0.22
C -1.499 -2.335 -2.428 -0.0986 -0.0093 0.1576 -0.22
C -0.882 -3.651 -2.887 0.0467 0.0148 -0.0090 -0.19
C -1.174 -3.882 -4.367 -0.0375 -0.0020 -0.0149 -0.20
C -0.719 -2.684 -5.198 -0.0196 -0.0067 -0.0284 -0.17
C -1.323 -1.390 -4.661 0.0022 0.0117 -0.0696 -0.20
H 1.583 -1.516 -2.810 -0.0264 -0.0035 -0.0432 0.09
H 2.637 -0.149 -2.417 -0.0179 -0.0732 0.0013 0.11
H 2.386 -1.438 -5.172 -0.0005 -0.0339 -0.0096 0.10
H 3.713 -1.696 -4.044 0.0353 0.0139 0.0301 0.11
H 4.276 0.082 -5.761 -0.0214 -0.0049 -0.0167 0.11
H 4.259 0.735 -4.128 0.0160 -0.0108 -0.0016 0.12
H 1.958 0.891 -6.127 -0.0065 0.0008 -0.0043 0.12
H 2.967 2.239 -5.614 0.0085 -0.0075 0.0092 0.12
H 0.807 2.221 -4.500 -0.0150 -0.0796 0.0279 0.10
H 2.119 2.081 -3.319 0.0525 0.0422 0.0263 0.11
H -0.242 3.079 -3.242 -0.0425 -0.0334 -0.0026 0.08
H -1.669 3.307 -2.265 -0.0053 0.0250 -0.0142 0.12
H -1.691 2.794 -5.270 -0.0105 -0.0083 0.0001 0.12
H -1.974 4.351 -4.491 0.0056 0.0050 0.0021 0.12
H -4.139 3.179 -5.083 0.0159 -0.0104 0.0047 0.11
H -3.973 3.513 -3.370 -0.0042 0.0063 -0.0019 0.11
H -3.457 0.827 -4.723 -0.0011 -0.0257 -0.0233 0.11
H -4.777 1.210 -3.623 -0.0187 0.0087 0.0157 0.11
H -2.946 -0.008 -2.440 -0.0003 -0.0025 -0.0432 0.10
H -3.151 1.624 -1.802 0.0014 -0.0464 0.0283 0.11
H -2.597 -2.412 -2.503 0.0114 -0.0174 0.0256 0.13
H -1.254 -2.108 -1.391 -0.0136 -0.0159 -0.1008 0.07
H -1.266 -4.478 -2.282 -0.0290 -0.0023 0.0091 0.11
H 0.202 -3.602 -2.731 0.0200 -0.0061 0.0133 0.10
H -2.254 -4.017 -4.497 -0.0075 -0.0034 0.0069 0.12
H -0.700 -4.799 -4.720 0.0202 0.0030 0.0011 0.11
H -1.002 -2.816 -6.244 0.0020 0.0049 0.0074 0.12
H 0.370 -2.603 -5.163 0.0306 0.0107 0.0136 0.10
H -2.412 -1.409 -4.812 -0.0192 -0.0015 0.0068 0.12
H -0.929 -0.528 -5.200 -0.0014 -0.0107 0.0098 0.11
N 2.823 -0.451 2.592 0.0475 -0.0125 0.0467 0.07
C 2.879 0.828 1.945 -0.1163 -0.0684 0.1683 -0.77
N 1.888 1.010 0.889 0.0104 -0.2527 -0.1870 -0.10
C 2.185 2.202 0.283 -0.0018 0.0070 0.0602 -0.29
C 1.471 2.865 -0.685 -0.0711 0.0388 -0.0850 -0.07
C 1.994 4.023 -1.288 -0.0044 -0.0416 -0.0080 -0.09
C 3.286 4.483 -0.958 -0.0014 0.0216 0.0088 -0.10
C 4.025 3.891 0.018 0.0122 0.0137 -0.0174 -0.08
C 3.454 2.806 0.835 0.0514 0.0186 -0.0429 -0.53
S 4.476 1.268 1.122 0.1083 -0.0075 -0.0352 1.00
H 3.075 -1.210 1.975 0.0409 0.0121 0.0022 0.06
H 3.469 -0.461 3.375 -0.0596 -0.0132 -0.0154 0.10
H 0.541 2.440 -1.042 0.0159 -0.0065 0.0177 0.06
H 1.425 4.532 -2.054 -0.0140 0.0194 -0.0171 0.09
H 3.697 5.328 -1.495 0.0131 0.0223 -0.0111 0.10
H 5.006 4.263 0.284 0.0465 -0.0019 -0.0096 0.11
```
Positions in Å, forces in eV/Å.

Computed properties:
Energy above the lowest of the compared OMol25 structures with the same formula, charge and spin in kcal/mol: 0.00
2S+1: 5
HOMO-LUMO gap (spin up / spin down) in eV: 4.5 / 6.4
E_LUMO (spin up / spin down) in eV: -3.1 / -3.2
Charge: +1
Maximum force in Eh/bohr: 0.0137

=====

4.
Entry from the OMol25 dataset: a cluster of 2 separate species, C6H10O2 in total at a distorted geometry (ωB97M-V/def2-TZVPD).

Geometry as XYZ:
```
18
Properties=species:S:1:pos:R:3:forces:R:3:lowdin_charge:R:1
C -2.000 2.066 0.579 0.2645 -0.3450 -0.2104 0.14
C -1.551 0.960 0.469 0.0337 0.3924 -0.0754 -0.04
C -0.937 -0.367 0.289 -0.2831 -0.2034 -2.0354 -0.63
C -1.964 -1.476 0.470 0.3857 0.0924 0.1684 0.00
O 0.139 -0.557 1.100 2.4159 0.9277 -0.9564 0.00
O -0.405 -0.403 -1.146 -0.8185 -0.4022 1.5682 -0.07
H -2.314 3.073 0.587 -0.2488 0.2873 0.1642 0.02
H -2.350 -1.440 1.486 -0.0591 0.0208 0.0499 0.09
H -2.790 -1.353 -0.228 -0.0391 0.0242 -0.0290 0.09
H -1.475 -2.435 0.316 0.0254 -0.0208 -0.0801 0.09
H 0.964 -0.064 0.646 -2.2824 -1.4953 1.5072 0.09
H -1.140 -0.371 -1.765 -0.2237 0.0484 0.1178 0.09
C 2.120 0.814 -0.421 -1.1540 -0.2152 -1.8048 -0.11
C 3.160 -0.005 -0.480 0.1582 -0.0820 0.2119 -0.04
H 2.140 1.709 0.177 -0.0298 0.2104 0.1990 0.07
H 1.187 0.591 -1.077 1.9602 0.7477 1.2529 0.08
H 3.161 -0.879 -1.115 -0.1170 -0.1163 -0.0703 0.06
H 4.055 0.136 0.113 0.0117 0.1288 0.0225 0.05
```
Positions in Å, forces in eV/Å.

Computed properties:
Energy above the lowest of the compared OMol25 structures with the same formula, charge and spin in kcal/mol: 83.93
HOMO-LUMO gap in eV: 11.1
SMILES: C#CC(C)(O)O.C=C
E_LUMO in eV: 0.9
Maximum force in Eh/bohr: 0.0606

=====

5.
Entry from the OMol25 dataset: a cluster of 2 separate species, C3H10N2O in total at a distorted geometry (ωB97M-V/def2-TZVPD).

Geometry as XYZ:
```
16
Properties=species:S:1:pos:R:3:forces:R:3:lowdin_charge:R:1
C -0.564 1.864 0.795 0.0737 -0.0812 0.0009 -0.11
N -0.714 0.448 1.097 0.8941 -0.5801 -0.0101 -0.12
C 0.530 -0.420 1.108 -0.2803 2.3297 1.2713 -0.37
O 1.623 0.053 0.846 -0.9057 -0.5147 -0.0959 -0.02
H -0.494 2.474 1.697 0.0532 0.0512 -0.0292 0.08
H -1.409 2.206 0.194 0.0552 0.0533 0.0408 0.07
H 0.353 1.987 0.220 -0.0237 0.0499 0.0384 0.08
H -1.389 0.244 1.823 0.3166 -0.1149 0.0666 0.11
H 0.377 -1.235 1.841 -0.0185 -0.2962 -0.7393 0.13
C 0.599 -0.954 -1.829 -0.4259 0.2032 0.1990 -0.16
N -0.248 -1.305 -0.695 -0.5543 1.2830 0.6286 -0.09
H 1.361 -0.224 -1.548 0.0506 0.1299 0.2152 0.06
H 1.136 -1.823 -2.212 -0.2233 -0.0245 -0.0110 0.07
H -0.011 -0.516 -2.622 0.1696 -0.0821 -0.2069 0.07
H -0.203 -2.296 -0.478 -0.8376 0.5160 0.1056 0.08
H -0.948 -0.503 -0.237 1.6565 -2.9224 -1.4737 0.13
```
Positions in Å, forces in eV/Å.

Computed properties:
Energy above the lowest of the compared OMol25 structures with the same formula, charge and spin in kcal/mol: 57.85
HOMO-LUMO gap in eV: 9.6
SMILES: CNC=O.CN
E_LUMO in eV: 1.0
Maximum force in Eh/bohr: 0.0713

=====

6.
Entry from the OMol25 dataset: a cluster of 2 separate species, C3H2BrClO in total at a distorted geometry (ωB97M-V/def2-TZVPD).

Geometry as XYZ:
```
8
Properties=species:S:1:pos:R:3:forces:R:3:lowdin_charge:R:1
C -0.834 -0.139 0.182 3.6991 -1.2985 -0.6907 0.00
C -0.695 1.135 0.009 -0.1377 0.5556 0.0207 -0.67
C 1.308 -0.964 -0.131 -2.9521 2.1528 0.4485 -0.76
O 2.173 -0.227 -0.394 -0.3695 -0.4286 0.0853 0.02
Cl -1.998 2.296 0.019 -0.0722 -0.1164 0.0555 0.58
Br 1.352 -2.814 0.147 0.1389 -0.6426 0.0329 0.72
H -1.571 -0.894 0.317 -0.4157 -0.1972 0.1118 0.05
H 0.264 1.606 -0.148 0.1092 -0.0252 -0.0640 0.05
```
Positions in Å, forces in eV/Å.

Computed properties:
Energy above the lowest of the compared OMol25 structures with the same formula, charge and spin in kcal/mol: 56.74
HOMO-LUMO gap in eV: 8.6
E_LUMO in eV: -0.7
Maximum force in Eh/bohr: 0.0774

=====

Total energy across the listed records, respectively: -2855.57468, -512.83014, -5089.16163, -384.96864, -304.98245, -3224.83770 Eh.